The following is a quantum chemistry calculation of an isolated molecule of C3H4N2O, from the Open Molecules 2025 dataset.

Results
ΔE to the lowest compared entry with this formula, charge and spin = 66.0 kJ/mol
electronic energy = -8203.2018 eV
SMILES = Oc1cnc[nH]1

Structure (ORCA input):
```
! RIJCOSX wB97M-V def2-TZVPD def2/J DEFGRID3
* xyz 0 1
O 1.864 0.749 -0.262
C 0.659 0.191 0.010
C 0.109 -0.454 1.082
N -1.197 -0.796 0.798
C -1.416 -0.381 -0.419
N -0.315 0.236 -0.951
H 2.256 1.041 0.569
H 0.573 -0.700 2.028
H -2.343 -0.477 -0.969
H -0.190 0.592 -1.885
*
```

Atom charges from the Mulliken analysis, given in e for atoms 1 to 5:
1. O -0.53
2. C 0.48
3. C -0.40
4. N -0.57
5. C -0.17